1.
C2H5ClNOPS | wB97M-V/def2-TZVPD

Geometry as XYZ:
```
12
C2H5ClNOPS | the OMol25 dataset | wB97M-V/def2-TZVPD
Cl -2.405 -1.704 3.349
S 4.052 1.373 1.301
P 2.124 0.979 1.173
O 1.611 -0.599 1.197
N 0.764 1.745 1.031
C 0.207 -0.641 1.110
C -0.338 0.818 1.232
H -1.433 -0.954 3.478
H -1.185 0.980 0.530
H -0.403 -1.307 1.770
H -0.861 0.926 2.240
H 0.007 -0.958 -0.064
```

Kohn-Sham gap: 9.66 eV
2S+1: 1
lowest unoccupied orbital energy: -0.02 eV
HOMO level: -9.7 eV
ΔE to the lowest compared entry with this formula, charge and spin: 147.8 kJ/mol
charge: 0

2.
C24H48NO2P2Si2Yb | wB97M-V/def2-TZVPD

Geometry as XYZ:
```
80
C24H48NO2P2Si2Yb | the OMol25 dataset | wB97M-V/def2-TZVPD
Yb -0.499 -0.025 0.995
P 2.342 0.328 1.227
P -2.478 0.116 -1.149
Si -1.375 -0.745 4.085
Si -2.046 2.345 3.308
O -1.440 1.115 -5.636
O 2.614 0.381 -3.098
N 0.105 1.922 -0.191
C 1.348 3.981 -0.227
C 3.444 0.137 2.682
C -2.748 -2.006 4.367
C -3.994 0.233 -0.183
C 0.132 -5.226 1.244
C -1.651 -3.664 0.715
C -1.924 0.547 2.872
C -2.861 -0.842 -2.626
C -1.233 -4.886 1.260
C -3.393 2.627 4.608
C -1.888 1.692 -1.611
C -0.462 3.090 4.011
C 0.544 4.473 -1.255
C -0.478 3.682 -1.737
C -0.735 2.405 -1.182
C 2.028 2.145 1.352
C 0.113 -1.710 3.427
C 3.610 0.359 -0.089
C -0.923 -0.095 5.797
C 1.122 2.693 0.254
C 1.063 -4.352 0.659
C -2.494 3.391 1.805
C 0.632 -3.131 0.108
C -0.717 -2.771 0.179
H 0.117 0.260 5.836
H -3.953 -0.934 -2.726
H 0.714 -2.022 4.296
H -4.098 -0.608 0.520
H -0.177 -2.629 2.898
H -2.658 -2.427 5.380
H 3.634 -0.937 2.821
H -4.021 1.173 0.387
H -3.214 4.167 2.106
H 2.162 4.563 0.205
H -1.482 -0.721 -0.450
H 0.089 3.640 3.235
H 3.957 -0.673 -0.241
H -2.691 -2.834 3.646
H -2.718 -3.416 0.677
H -2.949 2.811 0.994
H 2.124 -4.632 0.627
H -1.144 4.014 -2.532
H -2.921 0.242 2.481
H 0.462 -6.174 1.683
H -4.382 2.350 4.212
H 3.008 2.647 1.296
H -2.428 -1.847 -2.536
H 4.398 0.656 2.509
H 0.209 2.344 4.455
H 0.818 -1.146 2.785
H 2.625 -0.545 -3.241
H -1.969 -5.578 1.689
H -1.575 0.718 6.143
H -2.443 -0.345 -3.514
H 3.203 0.717 -1.049
H 0.727 5.463 -1.670
H 1.590 2.367 2.346
H -3.228 2.050 5.528
H -3.425 3.693 4.876
H 1.357 -2.482 -0.401
H -0.720 1.771 -5.606
H -1.089 -1.787 -0.268
H -1.020 -0.926 6.512
H 1.721 0.666 -3.366
H -1.586 0.966 -6.550
H -4.838 0.208 -0.892
H -0.724 3.814 4.799
H -1.611 3.904 1.397
H -2.431 2.166 -2.436
H -3.738 -1.536 4.279
H 4.460 0.979 0.238
H 2.966 0.529 3.591
```

⟨S²⟩: 0.754
Kohn-Sham gap (alpha / beta): 3.99 / 6.62 eV
2S+1: 2
lowest unoccupied orbital energy (alpha / beta): 0.26 / 0.09 eV
HOMO level (alpha / beta): -3.7 / -6.5 eV
charge: 0

3.
C12H10AlF3NO7S | wB97M-V/def2-TZVPD

Geometry as XYZ:
```
35
C12H10AlF3NO7S | the OMol25 dataset | wB97M-V/def2-TZVPD
S -0.636 1.593 2.587
Al -0.104 -0.747 4.612
F -2.822 -3.486 1.641
F -2.279 -4.300 -0.277
F -3.380 -2.451 -0.182
O -0.485 1.070 3.996
O 2.450 4.334 -0.783
O 1.355 -2.332 -0.170
O -1.228 -2.532 0.422
O -0.121 2.919 2.517
O 2.216 -0.448 -2.112
O 2.409 1.726 2.026
N 2.991 1.987 -0.871
C -2.446 -3.193 0.401
C 1.396 -0.023 -4.453
C -1.294 -1.288 1.067
C 1.072 -1.190 -0.083
C 1.891 -0.181 -0.941
C 1.738 1.216 1.197
C 2.263 1.094 -0.253
C 0.367 0.587 1.444
C 0.961 -0.487 -3.072
C 0.024 -0.585 0.852
C -2.372 1.617 2.169
C 2.633 3.230 -0.864
H -2.574 1.429 1.116
H -2.761 2.569 2.542
H 0.503 -1.476 -3.062
H -1.522 -1.398 2.139
H -2.092 -0.664 0.640
H 2.117 -0.706 -4.899
H 0.249 0.248 -2.681
H 1.849 0.967 -4.356
H 0.489 0.076 -5.055
H -2.857 0.823 2.749
```

Kohn-Sham gap: 3.26 eV
2S+1: 1
lowest unoccupied orbital energy: -15.85 eV
HOMO level: -19.1 eV
charge: +3

4.
C33H33CaN4O4S2SeSi | wB97M-V/def2-TZVPD

Geometry as XYZ:
```
79
C33H33CaN4O4S2SeSi | the OMol25 dataset | wB97M-V/def2-TZVPD
Se -5.055 0.828 2.245
Ca -0.163 1.037 0.770
S -1.475 1.949 5.200
S 2.374 2.059 -0.263
Si -1.047 -1.915 0.493
O 2.106 0.713 0.318
O -0.532 4.335 2.451
O 3.442 2.782 0.392
O -1.440 2.892 0.989
N -4.300 1.170 -0.483
N -4.695 -0.902 -0.024
N -0.246 0.884 3.214
N 1.019 2.796 -0.437
C 0.707 -2.632 0.768
C -1.669 -2.869 -1.048
C 2.915 1.682 -1.912
C -4.951 -2.110 0.731
C 1.550 -2.992 -0.287
C 0.685 3.921 0.450
C 2.185 0.800 -2.698
C -2.646 -4.177 -3.352
C 2.467 2.645 5.805
C 3.777 1.083 -4.494
C -4.657 0.337 0.520
C -1.892 -3.018 -3.472
C -0.526 3.699 1.402
C 0.738 1.432 4.027
C 2.866 -3.375 -0.071
C 2.107 1.409 3.756
C 1.252 -2.671 2.055
C -1.423 1.096 3.710
C -2.904 -4.694 -2.089
C -4.114 2.601 -0.331
C 3.382 -3.406 1.216
C 4.499 1.953 -3.688
C 4.225 0.772 -5.897
C -2.408 -4.052 -0.960
C 1.115 2.671 6.082
C -4.375 -0.841 -1.364
C 4.075 2.255 -2.399
C 0.252 2.059 5.177
C -4.128 0.452 -1.651
C 2.958 2.022 4.650
C 2.567 -3.052 2.282
C -1.426 -2.374 -2.333
C 2.616 0.507 -3.978
H -1.795 -2.639 1.588
H -2.609 -4.474 0.019
H -5.076 3.087 -0.167
H 0.632 -2.389 2.902
H -3.485 -5.603 -1.985
H 3.158 3.124 6.486
H -5.160 -2.915 0.030
H -3.827 0.920 -2.570
H 4.102 -0.288 -6.123
H 2.958 -3.066 3.293
H 4.021 2.032 4.450
H 3.494 -3.643 -0.913
H -2.346 0.797 3.223
H 1.170 -2.974 -1.304
H 3.637 1.334 -6.626
H -4.311 -1.723 -1.974
H -3.027 -4.677 -4.235
H -4.079 -2.369 1.332
H 1.535 4.243 1.051
H 2.050 -0.190 -4.586
H 4.638 2.924 -1.763
H -1.681 -2.607 -4.453
H 4.412 -3.697 1.387
H -3.459 2.802 0.514
H -5.801 -1.944 1.389
H 2.475 0.934 2.854
H 0.737 3.165 6.967
H -3.655 2.980 -1.242
H -0.876 -1.444 -2.442
H 5.273 1.034 -6.043
H 0.381 4.775 -0.166
H 5.412 2.398 -4.067
H 1.295 0.330 -2.299
```

Kohn-Sham gap: 6.80 eV
2S+1: 1
lowest unoccupied orbital energy: 2.37 eV
HOMO level: -4.4 eV
ΔE to the lowest compared entry with this formula, charge and spin: 36.7 kJ/mol
charge: -1

5.
C13H28ClCsF6LiN2O2PS | wB97M-V/def2-TZVPD

Geometry as XYZ:
```
56
C13H28ClCsF6LiN2O2PS | the OMol25 dataset | wB97M-V/def2-TZVPD
Cs -4.398 -3.291 0.993
Cl -0.081 1.372 -0.278
S 1.129 0.867 2.314
P -2.952 -4.919 -3.481
F -3.010 -3.179 -3.260
F -3.129 -5.892 -2.174
F -1.470 -4.697 -2.792
F -3.341 -6.215 -4.373
F -4.568 -4.630 -3.341
F -2.193 -4.464 -4.871
O -2.268 -3.338 0.683
O 3.739 5.205 1.730
N 3.463 2.598 0.549
N -1.516 -2.349 0.975
C -2.868 -1.559 2.882
C -3.496 -0.695 0.565
C 0.583 -1.156 0.576
C 2.962 3.785 -0.149
C -0.992 -1.609 -1.364
C 4.801 6.000 1.235
C -0.009 0.166 1.056
C -1.373 0.075 1.756
C 2.696 4.946 0.818
C 3.917 4.133 -1.286
C -2.254 -1.152 1.471
C 0.254 -3.422 -0.292
C -0.457 -2.085 -0.018
Li -3.354 -1.483 -4.008
H 4.262 2.892 1.105
H 2.427 5.860 0.272
H 3.858 3.378 -2.069
H 2.774 2.298 1.237
H -0.131 -1.374 -1.977
H -1.586 -0.704 -1.299
H 4.953 4.168 -0.951
H 1.249 -3.228 -0.668
H 1.998 3.527 -0.600
H 2.258 0.223 2.031
H -1.537 -2.415 -1.836
H -3.939 -1.497 -0.052
H 4.442 6.756 0.531
H 5.255 6.505 2.086
H -3.621 -2.355 2.806
H 0.339 -3.967 0.641
H 1.252 -0.908 -0.239
H -2.033 -1.902 3.479
H -4.278 -0.383 1.263
H -0.296 -4.030 -0.994
H 1.834 4.677 1.435
H 1.170 -1.641 1.343
H -3.268 0.149 -0.069
H -1.232 0.185 2.821
H -1.940 0.940 1.444
H 5.571 5.390 0.756
H -3.262 -0.653 3.319
H 3.667 5.098 -1.731
```

⟨S²⟩: 0.754
Kohn-Sham gap (alpha / beta): 6.67 / 6.24 eV
2S+1: 2
lowest unoccupied orbital energy (alpha / beta): -4.21 / -4.65 eV
HOMO level (alpha / beta): -10.9 / -10.9 eV
charge: +1

| no. | electronic energy (hartree) |
| --- | --- |
| 1 | -1408.91131 |
| 2 | -3568.79743 |
| 3 | -1983.56263 |
| 4 | -5962.41540 |
| 5 | -2598.50332 |